No. 1
The following is a DFT calculation (ωB97M-V with the def2-TZVPD basis set) of a molecular structure, C24H44ClN3O7P4Pd.

The geometry in ORCA input format:
```
! RIJCOSX wB97M-V def2-TZVPD def2/J DEFGRID3
* xyz 0 1
Pd -0.09 0.84 -0.06
C -1.61 0.30 -3.32
C -2.74 0.13 -2.33
O -3.90 -0.24 -3.07
P -3.12 1.71 -1.48
O -4.45 1.46 -0.67
O -3.56 2.67 -2.67
O -1.99 2.24 -0.66
P -2.45 -1.11 -0.98
O -2.57 -2.50 -1.78
O -3.62 -0.96 -0.06
O -1.04 -1.03 -0.45
H -1.79 1.15 -3.98
H -1.56 -0.59 -3.94
H -0.65 0.43 -2.82
H -4.60 -0.50 -2.45
H -4.32 0.62 -0.14
H -4.09 3.42 -2.37
H -3.25 -3.06 -1.37
C 3.64 -0.02 -0.73
P 2.13 0.09 0.30
C 2.72 1.42 1.47
N 3.80 1.25 2.18
C 4.20 2.27 2.99
C 5.33 2.10 3.82
C 5.73 3.11 4.64
C 5.03 4.35 4.66
C 3.94 4.54 3.86
C 3.51 3.49 3.00
N 2.44 3.70 2.19
C 2.06 2.69 1.46
P 0.66 2.90 0.33
C -0.44 4.10 1.10
C 1.30 3.77 -1.18
C 0.13 4.03 -2.14
C 2.34 2.91 -1.88
C 1.95 5.11 -0.79
C 2.16 -1.54 1.23
C 3.40 -1.74 2.11
C 2.18 -2.69 0.19
C 0.92 -1.65 2.12
H 4.50 0.22 -0.11
H 3.60 0.67 -1.57
H 3.73 -1.03 -1.11
H 5.84 1.15 3.80
H 6.59 2.98 5.28
H 5.36 5.14 5.31
H 3.39 5.47 3.85
H 0.11 5.03 1.23
H -0.74 3.69 2.07
H -1.32 4.23 0.48
H -0.39 3.11 -2.40
H 0.52 4.48 -3.05
H -0.60 4.71 -1.71
H 1.96 1.91 -2.11
H 3.25 2.81 -1.28
H 2.63 3.39 -2.82
H 1.22 5.82 -0.41
H 2.39 5.55 -1.69
H 2.74 4.99 -0.05
H 4.32 -1.72 1.53
H 3.30 -2.73 2.57
H 3.47 -1.01 2.90
H 3.23 -2.93 -0.04
H 0.52 -2.23 -0.92
H 1.78 -3.57 0.72
H 0.90 -0.87 2.88
H 0.94 -2.62 2.61
H -0.01 -1.56 1.56
Cl -0.93 1.19 2.30
C 3.03 -3.22 -2.82
C 1.70 -3.44 -2.11
C 0.56 -3.25 -3.11
C 1.64 -4.87 -1.56
N 1.51 -2.41 -1.06
H 3.14 -3.91 -3.66
H 3.87 -3.39 -2.14
H 3.10 -2.20 -3.20
H 0.78 -3.75 -4.05
H 0.41 -2.19 -3.31
H -0.38 -3.65 -2.72
H 1.67 -5.58 -2.39
H 0.72 -5.03 -1.01
H 2.49 -5.09 -0.91
*
```

Computed properties:
Kohn-Sham gap (spin up / spin down)   6.80 / 6.80 eV
Largest force on an atom   0.73 eV/A

Atom charges from the Mulliken analysis, given in e for atoms 1 to 8:
1. Pd -0.68
2. C -1.58
3. C 0.78
4. O -0.63
5. P 0.20
6. O -0.57
7. O -0.59
8. O 0.13

---

No. 2
The following is a DFT calculation (ωB97M-V with the def2-TZVPD basis set) of a molecular structure, C28H74FFeO10 at a distorted geometry.

The geometry in ORCA input format:
```
! RIJCOSX wB97M-V def2-TZVPD def2/J DEFGRID3
* xyz 1 7
Fe 2.26 3.46 -0.93
C -0.18 -0.02 -0.15
C 0.53 0.49 -1.39
O 1.15 1.73 -1.16
H 0.38 -0.36 0.73
H -0.77 -0.92 -0.34
H -0.89 0.67 0.30
H -0.27 0.56 -2.12
H 1.22 -0.29 -1.73
C -0.43 3.36 2.00
C 0.71 4.35 1.98
O 1.60 4.03 0.93
H -0.20 2.29 2.01
H -1.09 3.44 1.13
H -1.07 3.51 2.87
H 1.28 4.25 2.90
H 0.31 5.36 1.94
F 3.14 3.29 -2.72
C -4.97 -0.71 2.72
C -5.13 0.78 2.93
C -3.84 1.62 2.73
O -6.17 1.26 2.09
H -4.85 -0.91 1.65
H -5.84 -1.29 3.02
H -4.07 -1.07 3.21
H -5.47 0.95 3.95
H -3.17 1.13 2.02
H -3.33 1.64 3.69
H -4.08 2.63 2.40
H -6.50 2.09 2.45
C 3.43 -1.63 4.10
C 2.25 -0.97 4.78
C 1.09 -0.68 3.91
O 1.91 -1.67 5.97
H 3.10 -2.55 3.63
H 4.22 -1.92 4.79
H 3.98 -1.01 3.39
H 2.60 -0.03 5.20
H 0.29 -0.30 4.55
H 0.80 -1.51 3.27
H 1.34 0.13 3.22
H 1.30 -1.09 6.42
C -1.15 4.16 -2.57
C 0.29 4.56 -2.93
C 0.47 5.80 -3.87
O 0.88 4.83 -1.67
H -1.14 3.30 -1.91
H -1.74 3.98 -3.47
H -1.65 5.01 -2.10
H 0.76 3.70 -3.39
H 0.20 5.49 -4.88
H 1.48 6.18 -3.77
H -0.22 6.59 -3.57
H 0.32 5.50 -1.26
C 5.77 1.69 -1.23
C 4.40 1.35 -0.66
C 4.34 0.28 0.46
O 3.89 2.47 -0.05
H 6.12 0.91 -1.90
H 6.53 1.72 -0.45
H 5.71 2.62 -1.80
H 3.74 1.04 -1.46
H 4.85 0.59 1.37
H 4.81 -0.63 0.10
H 3.31 0.03 0.72
H 4.49 2.64 0.68
C -0.79 -6.05 -1.10
C -0.54 -5.20 -2.34
C 0.22 -3.95 -2.02
O 0.24 -5.96 -3.25
H 0.13 -6.23 -0.54
H -1.14 -7.02 -1.43
H -1.53 -5.68 -0.39
H -1.48 -4.92 -2.81
H -0.20 -3.29 -1.26
H 0.22 -3.26 -2.87
H 1.23 -4.19 -1.70
H 1.14 -6.08 -2.93
C -2.31 -2.77 1.41
C -1.59 -3.59 2.48
C -1.79 -3.07 3.91
O -2.19 -4.88 2.44
H -2.02 -1.72 1.51
H -3.39 -2.69 1.54
H -1.98 -2.99 0.39
H -0.54 -3.68 2.22
H -1.33 -2.08 4.01
H -1.32 -3.75 4.61
H -2.86 -2.92 4.09
H -3.14 -4.76 2.37
C -4.85 0.61 -2.45
C -4.61 0.96 -1.02
C -3.58 2.08 -0.87
O -5.81 1.51 -0.55
H -5.13 1.46 -3.07
H -5.76 0.01 -2.51
H -3.98 0.17 -2.94
H -4.32 0.06 -0.49
H -3.37 2.38 0.16
H -3.90 2.96 -1.43
H -2.61 1.80 -1.28
H -6.00 1.27 0.36
C 3.46 -2.05 -4.94
C 3.85 -1.51 -3.55
C 4.56 -2.54 -2.67
O 4.69 -0.44 -3.76
H 4.36 -2.36 -5.48
H 2.95 -1.33 -5.57
H 2.76 -2.87 -4.79
H 2.93 -1.24 -3.03
H 4.77 -2.11 -1.69
H 5.53 -2.87 -3.03
H 3.90 -3.39 -2.44
H 4.09 0.28 -3.99
*
```

Computed properties:
Kohn-Sham gap (spin up / spin down)   8.74 / 4.11 eV
Largest force on an atom   5.49 eV/A

Atom charges from the Mulliken analysis, given in e for atoms 1 to 8:
1. Fe 0.78
2. C -0.35
3. C -0.26
4. O 0.40
5. H 0.34
6. H 0.12
7. H -0.09
8. H 0.28